{
  "formula": "C32H31BF6O3",
  "method": "wB97M-V/def2-TZVPD",
  "elements": ["C", "C", "C", "C", "C", "B", "C", "C", "C", "C", "C", "F", "F", "F", "C", "C", "O", "C", "C", "C", "C", "C", "C", "O", "O", "H", "H", "H", "H", "H", "H", "H", "H", "H", "H", "H", "H", "H", "H", "H", "H", "H", "H", "H", "H", "H", "F", "C", "F", "F", "C", "C", "C", "C", "C", "C", "C", "C", "C", "C", "C", "C", "C", "H", "H", "H", "H", "H", "H", "H", "H", "H", "H"],
  "positions_angstrom": [[3.201, 0.008, -2.449], [2.221, -0.995, -2.133], [2.285, -2.241, -1.559], [0.949, -2.709, -1.468], [0.109, -1.686, -1.893], [-0.197, 0.984, 2.324], [-1.203, -1.796, -2.473], [-2.070, -2.865, -2.148], [-3.304, -2.993, -2.767], [-3.644, -2.116, -3.790], [-4.959, -2.268, -4.506], [-4.789, -2.307, -5.865], [-5.618, -3.409, -4.154], [-5.804, -1.220, -4.240], [-2.786, -1.095, -4.187], [-1.571, -0.951, -3.545], [0.159, 0.361, 3.478], [0.772, 1.377, 4.315], [-0.184, 1.632, 5.470], [2.038, 0.769, 4.896], [0.939, 2.620, 3.322], [0.535, 3.975, 3.861], [2.343, 2.721, 2.726], [0.009, 2.325, 2.248], [0.920, -0.684, -2.386], [4.149, -0.482, -2.692], [2.870, 0.638, -3.281], [3.375, 0.663, -1.584], [3.184, -2.762, -1.243], [0.622, -3.681, -1.114], [-1.770, -3.586, -1.379], [-3.992, -3.779, -2.469], [-3.059, -0.404, -4.982], [-0.884, -0.182, -3.892], [0.265, 2.313, 6.204], [-1.138, 2.054, 5.127], [-0.389, 0.679, 5.974], [2.491, 1.454, 5.622], [1.774, -0.156, 5.421], [2.787, 0.525, 4.134], [1.209, 4.278, 4.670], [0.603, 4.730, 3.066], [-0.494, 3.964, 4.239], [3.062, 3.052, 3.488], [2.692, 1.763, 2.312], [2.346, 3.462, 1.913], [1.312, 2.233, -4.596], [0.261, 2.926, -4.040], [0.593, 4.249, -4.095], [-0.807, 2.742, -4.870], [-0.012, 2.430, -2.651], [1.020, 2.431, -1.717], [0.874, 1.683, -0.556], [-0.281, 0.922, -0.355], [-0.481, 0.016, 0.811], [-0.045, -1.385, 1.107], [1.195, -1.735, 1.650], [1.429, -3.048, 2.065], [0.420, -4.013, 1.988], [-0.814, -3.676, 1.418], [-1.037, -2.370, 0.995], [-1.379, 1.139, -1.194], [-1.266, 1.914, -2.335], [1.940, 2.982, -1.916], [1.688, 1.639, 0.168], [-1.576, 0.037, 1.001], [1.975, -0.972, 1.729], [2.405, -3.307, 2.483], [0.596, -5.028, 2.353], [-1.607, -4.420, 1.312], [-2.014, -2.080, 0.600], [-2.331, 0.649, -0.969], [-2.111, 2.064, -2.999]],
  "atomic_forces_ev_per_a": [[1.255, 1.041, -0.204], [-1.747, -1.570, 0.598], [-0.046, 0.336, -0.251], [-0.686, 0.638, 0.203], [2.328, -1.555, -1.189], [0.600, -1.986, -3.093], [-1.117, -0.415, -0.970], [0.386, 0.476, 0.469], [0.217, 0.078, -0.131], [-0.541, -0.063, -0.177], [-0.376, -0.019, -0.221], [-0.279, 0.090, 1.002], [0.354, 0.822, -0.299], [0.506, -0.777, -0.328], [0.075, -0.099, 0.216], [0.131, -0.025, 0.266], [0.070, 0.556, -0.220], [-0.319, 0.179, 0.327], [-0.253, 0.200, 0.134], [0.398, 0.090, -0.116], [0.084, 0.138, 0.271], [-0.045, 0.205, 0.437], [0.140, -0.083, -0.181], [0.213, -0.369, 0.373], [0.042, -0.015, 0.364], [-0.099, 0.215, -0.056], [0.141, -0.164, 0.105], [0.030, -0.052, -0.218], [-0.228, 0.158, -0.135], [0.101, 0.253, -0.004], [-0.159, 0.344, -0.290], [0.168, 0.079, -0.118], [0.022, -0.261, 0.071], [-0.135, -0.220, 0.212], [-0.150, -0.069, -0.167], [0.218, -0.124, 0.088], [0.028, 0.204, -0.148], [-0.033, -0.099, -0.142], [0.016, 0.205, -0.123], [-0.199, 0.041, 0.141], [-0.136, 0.003, -0.041], [-0.013, -0.293, 0.161], [0.261, 0.046, -0.098], [-0.165, -0.137, -0.159], [-0.125, 0.238, 0.128], [-0.076, -0.200, 0.239], [-0.738, 0.623, 0.303], [0.021, 0.282, -0.487], [-0.143, -0.859, -0.065], [0.798, 0.221, 0.472], [-0.207, 0.418, -0.206], [0.027, -0.300, 0.142], [0.188, -0.103, -0.263], [-0.096, 0.161, -0.137], [-1.266, 2.617, 4.301], [-0.160, -0.409, 0.008], [-0.191, -0.162, -0.366], [-0.036, 0.117, 0.071], [-0.011, 0.058, -0.316], [0.220, 0.115, 0.148], [0.078, -0.095, 0.345], [-0.116, 0.021, 0.171], [0.405, -0.110, -0.005], [-0.190, -0.238, -0.020], [-0.239, -0.003, -0.194], [0.199, -0.490, -0.632], [-0.188, -0.282, 0.061], [-0.317, 0.032, -0.090], [-0.011, 0.324, -0.135], [0.248, 0.174, 0.130], [0.325, -0.146, 0.074], [0.349, 0.166, -0.066], [0.190, -0.172, 0.030]],
  "lowdin_charge": [-0.013, -0.308, 0.001, 0.000, -0.220, -0.490, -0.133, -0.007, -0.005, -0.135, -0.522, 0.114, 0.111, 0.113, 0.000, -0.008, 0.146, -0.438, -0.016, -0.010, -0.439, -0.012, -0.014, 0.147, 0.043, 0.097, 0.087, 0.085, 0.117, 0.120, 0.107, 0.121, 0.131, 0.114, 0.096, 0.097, 0.099, 0.098, 0.100, 0.083, 0.098, 0.101, 0.089, 0.099, 0.086, 0.100, 0.106, -0.517, 0.121, 0.112, -0.134, -0.010, -0.015, -0.197, -0.068, -0.220, -0.039, -0.075, -0.090, -0.089, -0.066, -0.017, -0.013, 0.133, 0.113, 0.126, 0.121, 0.104, 0.101, 0.106, 0.118, 0.133, 0.127],
  "smiles": "CC1(C)OB([C@H](c2ccccc2)c2ccc(C(F)(F)F)cc2)OC1(C)C.Cc1ccc(-c2ccc(C(F)(F)F)cc2)o1",
  "gap_ev": 8.09
}

***

{
  "formula": "C32H31BrF6N6OZr",
  "method": "wB97M-V/def2-TZVPD",
  "elements": ["Zr", "C", "C", "N", "C", "C", "N", "C", "C", "N", "C", "C", "N", "C", "C", "C", "C", "C", "C", "C", "N", "H", "H", "H", "H", "H", "H", "H", "H", "H", "H", "H", "H", "H", "H", "H", "H", "H", "H", "H", "H", "H", "H", "H", "Br", "C", "C", "C", "C", "C", "N", "H", "H", "H", "H", "F", "C", "C", "C", "C", "C", "C", "H", "H", "H", "H", "F", "C", "C", "F", "C", "F", "C", "O", "C", "F", "C", "F"],
  "positions_angstrom": [[0.129, -0.472, 0.117], [-2.907, 2.728, 0.710], [-1.595, 2.018, 0.662], [-1.371, 0.902, 1.247], [-2.480, 0.220, 1.926], [-2.039, -1.139, 2.447], [-1.221, -1.883, 1.455], [-1.914, -2.857, 0.572], [-0.854, -3.485, -0.334], [-0.129, -2.417, -1.070], [0.931, -2.857, -2.010], [2.007, -1.760, -2.180], [1.484, -0.473, -1.716], [1.951, 0.640, -2.145], [3.097, 0.769, -3.085], [1.212, 1.850, -1.664], [1.286, 3.099, -2.250], [0.447, 4.098, -1.772], [-0.480, 3.813, -0.781], [-0.534, 2.525, -0.270], [0.329, 1.598, -0.695], [-3.686, 2.047, 0.353], [-2.931, 3.621, 0.097], [-3.172, 2.995, 1.736], [-3.290, 0.093, 1.211], [-2.867, 0.818, 2.753], [-2.916, -1.713, 2.745], [-1.415, -1.005, 3.330], [-0.549, -2.428, 1.981], [-2.675, -2.344, -0.007], [-2.401, -3.641, 1.154], [-1.322, -4.194, -1.018], [-0.124, -4.028, 0.268], [-0.832, -1.922, -1.621], [0.485, -3.084, -2.976], [1.386, -3.772, -1.640], [2.309, -1.706, -3.225], [2.900, -2.002, -1.597], [2.795, 0.467, -4.093], [3.909, 0.109, -2.780], [3.477, 1.785, -3.129], [1.964, 3.299, -3.066], [0.493, 5.092, -2.196], [-1.147, 4.587, -0.429], [3.861, 0.450, 0.485], [2.999, 1.552, 1.766], [3.812, 2.298, 2.601], [3.199, 3.116, 3.533], [1.814, 3.148, 3.582], [1.103, 2.356, 2.705], [1.670, 1.551, 1.792], [4.887, 2.232, 2.519], [3.793, 3.717, 4.209], [1.295, 3.770, 4.298], [0.022, 2.343, 2.743], [3.563, -3.794, 4.350], [2.891, -3.078, 3.451], [2.169, -1.976, 3.869], [1.480, -1.234, 2.920], [1.486, -1.541, 1.547], [2.222, -2.687, 1.203], [2.927, -3.452, 2.123], [2.160, -1.712, 4.919], [0.933, -0.371, 3.283], [2.281, -3.010, 0.170], [3.497, -4.323, 1.825], [-5.182, 0.485, -5.161], [-4.355, 0.273, -4.151], [-4.849, -0.028, -2.894], [-6.157, -0.109, -2.701], [-3.981, -0.239, -1.842], [-4.486, -0.534, -0.631], [-2.590, -0.160, -1.979], [-1.788, -0.357, -0.934], [-2.139, 0.134, -3.268], [-0.804, 0.199, -3.478], [-2.987, 0.351, -4.337], [-2.485, 0.635, -5.530]],
  "atomic_forces_ev_per_a": [[-0.655, 0.156, 0.795], [-0.012, -0.009, 0.214], [-0.005, 0.245, -0.099], [0.091, 0.066, -0.167], [-0.018, -0.141, 0.097], [0.034, 0.089, -0.122], [-0.453, -0.070, -0.226], [0.103, -0.035, -0.009], [-0.048, 0.032, 0.066], [-0.100, -0.139, -0.145], [0.103, 0.101, 0.069], [-0.023, -0.089, 0.075], [-0.023, -0.003, -0.128], [-0.124, 0.063, -0.027], [-0.031, -0.061, -0.104], [-0.075, -0.144, -0.086], [0.100, 0.177, 0.058], [0.003, 0.003, -0.022], [0.007, 0.126, 0.015], [0.000, -0.077, -0.055], [-0.224, 0.326, -0.159], [0.023, 0.002, -0.019], [-0.002, 0.012, 0.006], [0.010, -0.008, -0.023], [-0.063, 0.035, -0.128], [0.041, 0.039, 0.024], [-0.031, -0.053, 0.027], [0.055, -0.028, 0.050], [0.137, 0.058, 0.085], [-0.040, 0.070, -0.021], [0.015, -0.013, 0.061], [0.004, -0.008, -0.067], [0.052, -0.019, 0.007], [-0.040, -0.228, -0.111], [-0.069, -0.060, -0.037], [0.009, -0.033, 0.036], [0.006, 0.048, -0.036], [-0.015, 0.048, 0.040], [-0.025, 0.029, 0.009], [-0.008, -0.002, 0.012], [0.018, 0.000, 0.008], [0.024, -0.001, 0.034], [0.009, -0.007, -0.001], [-0.011, -0.047, -0.012], [0.149, 0.155, 0.022], [-0.246, -0.039, -0.059], [0.025, 0.020, 0.044], [0.055, 0.013, 0.010], [-0.006, 0.046, 0.060], [-0.064, -0.075, -0.019], [0.354, -0.057, -0.060], [-0.014, 0.006, -0.004], [-0.003, -0.021, -0.018], [-0.011, -0.026, -0.028], [-0.003, 0.007, -0.006], [0.045, -0.055, 0.064], [-0.041, 0.053, -0.085], [0.005, 0.010, 0.080], [0.014, 0.053, -0.050], [0.421, -0.522, 0.156], [0.001, 0.055, -0.039], [0.039, -0.051, -0.019], [-0.007, -0.005, -0.021], [-0.032, 0.042, 0.037], [-0.002, -0.026, 0.042], [-0.007, 0.030, 0.021], [-0.026, 0.000, -0.047], [-0.028, 0.036, -0.116], [-0.123, -0.005, 0.048], [0.022, -0.005, 0.022], [0.165, -0.022, 0.073], [-0.035, 0.013, 0.066], [-0.187, -0.008, 0.037], [0.460, -0.040, -0.459], [0.214, -0.060, 0.267], [0.118, 0.022, 0.018], [-0.039, -0.004, 0.050], [0.038, 0.012, -0.067]],
  "lowdin_charge": [1.825, 0.036, -0.263, -0.029, -0.156, -0.135, -0.144, -0.148, -0.138, -0.163, -0.134, -0.147, -0.052, -0.307, 0.007, -0.195, 0.055, 0.027, 0.048, -0.183, 0.015, 0.106, 0.085, 0.115, 0.106, 0.142, 0.139, 0.121, 0.102, 0.111, 0.141, 0.141, 0.125, 0.092, 0.134, 0.124, 0.129, 0.119, 0.123, 0.096, 0.090, 0.131, 0.136, 0.130, 0.913, -0.687, -0.083, -0.021, -0.029, -0.135, 0.007, 0.113, 0.129, 0.120, 0.098, 0.100, -0.276, 0.014, -0.163, -0.362, -0.158, 0.013, 0.129, 0.081, 0.065, 0.130, 0.158, -0.139, -0.138, 0.155, -0.137, 0.094, -0.243, -0.263, -0.131, 0.084, -0.143, 0.149],
  "de_lowest_kcal_mol": 15.2,
  "total_charge": 2,
  "gap_ev": 6.51
}

***

no.,F_max (eV/Å),calculated total energy (a.u.)
1,5.2,-2087.870781
2,1.0,-4861.648666